C9H10N2 | wB97M-V/def2-TZVPD

Structure (XYZ):
```
21
C9H10N2, DFT wB97M-V/def2-TZVPD
H 2.18 2.70 -0.21
N 1.32 2.70 -0.76
C 0.34 2.23 -0.16
C 0.20 1.65 1.25
C 0.55 0.41 1.63
C 0.61 -0.75 0.76
C 1.51 -1.75 1.03
N -0.33 -0.70 -0.28
C -1.71 -0.36 -0.05
C -2.34 -0.59 -1.32
C -1.41 -1.09 -2.19
C -0.20 -1.18 -1.56
H -0.61 2.19 -0.65
H 0.15 2.40 2.01
H 0.62 0.10 2.70
H 1.70 -2.46 0.24
H 2.16 -1.37 1.80
H -2.31 -0.08 0.76
H -3.41 -0.30 -1.60
H -1.39 -1.31 -3.18
H 0.82 -1.44 -1.75
```

Properties
HOMO-LUMO gap ... 0.3241 Eh
Energy above the lowest of the compared OMol25 structures with the same formula, charge and spin ... 3.7430 eV
Largest force on an atom ... 4.99 eV Å⁻¹
Calculated total energy ... -458.332858 a.u.
Structure (SMILES) ... [H]/N=C\C=C/C(=C)n1cccc1

Atomic partial charges in e from the natural (NBO) method, atoms 1 to 6: H 0.33; N -0.58; C 0.12; C -0.24; C -0.22; C 0.16

C9H10N2O | wB97M-V/def2-TZVPD

Structure (XYZ):
```
22
C9H10N2O, DFT wB97M-V/def2-TZVPD
C -0.82 3.43 -0.07
C -0.30 2.56 -1.26
O -1.01 1.31 -1.38
C -0.58 0.12 -0.68
C -1.08 -1.08 -1.11
C -0.81 -2.33 -0.49
C 0.29 -2.33 0.36
N 0.87 -3.25 1.13
C 1.81 -2.56 2.02
N 1.78 -1.32 1.72
C 0.88 -1.08 0.75
C 0.45 0.17 0.29
H -0.64 2.89 0.99
H -1.83 3.76 -0.18
H -0.19 4.29 -0.28
H -0.48 3.25 -2.21
H 0.73 2.30 -1.26
H -1.84 -0.96 -1.88
H -1.31 -3.20 -0.96
H 0.61 -4.14 1.07
H 2.68 -2.94 2.57
H 0.78 1.11 0.85
```

Properties
HOMO-LUMO gap ... 0.3211 Eh
Energy above the lowest of the compared OMol25 structures with the same formula, charge and spin ... 2.7728 eV
Largest force on an atom ... 5.05 eV Å⁻¹
Calculated total energy ... -533.642456 a.u.
Structure (SMILES) ... CCOc1ccc2[nH]cnc2c1

Atomic partial charges in e from the natural (NBO) method, atoms 1 to 6: C -0.63; C -0.05; O -0.54; C 0.28; C -0.25; C -0.24

C9H10N2O | wB97M-V/def2-TZVPD

Structure (XYZ):
```
22
C9H10N2O, DFT wB97M-V/def2-TZVPD
O 0.11 -1.92 -0.76
C 0.09 -0.49 -0.30
N -1.29 -0.05 -0.06
C -2.41 -0.80 0.29
C -3.53 0.00 0.31
N -3.12 1.26 0.13
C -1.87 1.22 -0.11
C 0.86 0.33 -1.30
C 2.11 0.87 -1.15
C 2.69 0.87 0.22
C 2.17 0.09 1.16
C 0.97 -0.67 1.09
H 0.78 -1.88 -1.41
H -2.34 -1.80 0.33
H -4.53 -0.24 0.36
H -1.37 2.12 -0.35
H 0.34 0.27 -2.22
H 2.73 1.14 -1.98
H 3.48 1.68 0.38
H 2.57 -0.06 2.15
H 1.04 -1.73 1.26
H 0.51 -0.24 1.95
```

Properties
HOMO-LUMO gap ... 0.3310 Eh
Energy above the lowest of the compared OMol25 structures with the same formula, charge and spin ... 3.9057 eV
Largest force on an atom ... 3.88 eV Å⁻¹
Calculated total energy ... -533.600822 a.u.
Structure (SMILES) ... O[C@]1(n2ccnc2)C=CC=CC1

Atomic partial charges in e from the natural (NBO) method, atoms 1 to 6: O -0.71; C 0.40; N -0.38; C -0.08; C -0.10; N -0.45

C9H10N2O2 | wB97M-V/def2-TZVPD

Structure (XYZ):
```
23
C9H10N2O2, DFT wB97M-V/def2-TZVPD
C 2.07 0.20 1.60
C 0.75 0.34 0.98
C -0.33 0.73 1.62
C -1.75 0.93 1.17
C -2.45 0.06 0.44
C -2.16 -1.23 0.19
N -1.95 -2.36 0.08
C 0.77 0.01 -0.43
C 1.09 -1.41 -0.87
C 0.17 0.82 -1.34
N -0.37 0.45 -2.63
O -0.05 -0.59 -3.13
O -1.08 1.29 -3.13
H 2.23 0.57 2.69
H 2.86 0.75 1.04
H 2.45 -0.88 1.75
H -0.29 0.91 2.72
H -2.08 1.90 1.32
H -3.36 0.57 -0.02
H 1.85 -1.35 -1.73
H 0.16 -1.61 -1.26
H 1.51 -1.97 0.01
H -0.04 1.84 -1.05
```

Properties
HOMO-LUMO gap ... 0.3308 Eh
Energy above the lowest of the compared OMol25 structures with the same formula, charge and spin ... 6.4415 eV
Largest force on an atom ... 5.46 eV Å⁻¹
Calculated total energy ... -608.725988 a.u.
Structure (SMILES) ... CC(=C/C=C\C#N)/C(C)=C/[N+](=O)[O-]

Atomic partial charges in e from the natural (NBO) method, atoms 1 to 6: C -0.65; C -0.04; C -0.20; C -0.10; C -0.34; C 0.24

C9H10N3O2 | wB97M-V/def2-TZVPD

Structure (XYZ):
```
24
C9H10N3O2, DFT wB97M-V/def2-TZVPD
C 2.59 -1.41 -0.88
C 2.06 -2.28 0.10
C 2.09 -0.11 -1.03
C 1.00 -1.80 0.81
C 1.00 0.34 -0.30
C 0.46 -0.56 0.62
C -0.72 -0.32 1.52
C -2.78 -1.56 -0.89
C -3.01 1.92 -0.25
N -1.25 -1.09 2.32
N -2.50 0.69 0.22
N -1.61 0.76 1.10
O -3.83 -1.68 -0.56
O -1.69 -1.27 -1.16
H 3.56 -1.63 -1.16
H 2.40 -3.29 0.05
H 2.52 0.54 -1.82
H 0.52 -2.45 1.55
H 0.56 1.32 -0.36
H -4.07 1.78 -0.33
H -2.73 2.70 0.49
H -2.56 2.13 -1.21
H -0.67 -1.72 2.77
H -1.37 1.78 1.26
```

Properties
Total charge ... +1
HOMO-LUMO gap ... 0.2616 Eh
Energy above the lowest of the compared OMol25 structures with the same formula, charge and spin ... 3.0289 eV
Largest force on an atom ... 5.25 eV Å⁻¹
Calculated total energy ... -663.353096 a.u.

Atomic partial charges in e from the natural (NBO) method, atoms 1 to 6: C -0.15; C -0.18; C -0.20; C -0.16; C -0.17; C -0.15

C9H10N6O6 | wB97M-V/def2-TZVPD

Structure (XYZ):
```
31
C9H10N6O6, DFT wB97M-V/def2-TZVPD
O 1.27 0.61 -3.54
N 0.48 0.38 -2.60
O -0.33 -0.59 -2.63
C 0.46 1.25 -1.44
C 1.35 2.34 -1.37
C 1.33 3.22 -0.29
N 2.29 4.31 -0.28
O 2.29 5.16 0.63
O 3.09 4.34 -1.24
C 0.28 3.06 0.71
N -0.10 3.87 1.73
O -1.20 3.24 2.30
N -1.52 2.05 1.62
O -2.46 1.36 1.98
C -0.56 1.93 0.60
C -0.47 0.98 -0.41
H 2.06 2.49 -2.18
H -1.16 0.14 -0.43
C -0.72 -3.80 2.50
N 0.08 -3.36 1.59
N -0.31 -2.72 0.47
C -1.68 -2.84 -0.03
C 0.73 -2.70 -0.55
H -0.26 -4.07 3.45
H -1.81 -3.97 2.37
H -1.65 -3.34 -1.01
H -2.31 -3.41 0.66
H -2.12 -1.84 -0.18
H 0.39 -3.25 -1.44
H 0.94 -1.67 -0.86
H 1.63 -3.17 -0.14
```

Properties
HOMO-LUMO gap ... 0.2065 Eh
Energy above the lowest of the compared OMol25 structures with the same formula, charge and spin ... 0.2061 eV
Largest force on an atom ... 3.17 eV Å⁻¹
Calculated total energy ... -1128.487396 a.u.
Structure (SMILES) ... O=[N+]([O-])c1cc([N+](=O)[O-])c2no[n+]([O-])c2c1.C=NN(C)C

Atomic partial charges in e from the natural (NBO) method, atoms 1 to 6: O -0.35; N 0.50; O -0.38; C 0.00; C -0.11; C 0.02

C9H10NO2PdS2Se3Te2 | wB97M-V/def2-TZVPD

Structure (XYZ):
```
30
C9H10NO2PdS2Se3Te2, DFT wB97M-V/def2-TZVPD
Pd 1.35 0.35 0.41
Se 1.35 -1.91 1.39
Se 2.56 -0.31 2.46
Te 0.99 2.79 1.28
Se 0.45 2.11 -1.02
C 4.53 1.53 -0.63
Te 3.58 -0.06 -1.65
C 5.03 -1.45 -0.95
H 4.76 1.18 0.37
H 3.82 2.36 -0.57
H 5.43 1.84 -1.16
H 5.99 -1.28 -1.44
H 4.68 -2.46 -1.17
H 5.11 -1.32 0.12
O -4.41 -0.21 -2.75
S -3.85 -1.12 -1.80
O -4.49 -2.40 -1.63
N -2.25 -1.33 -2.09
C -1.53 -0.90 -1.10
S 0.18 -1.04 -1.20
C -2.30 -0.32 0.05
C -1.87 0.20 1.26
C -2.82 0.71 2.14
C -4.17 0.69 1.82
C -4.61 0.14 0.62
C -3.65 -0.35 -0.24
H -0.82 0.20 1.53
H -2.49 1.14 3.07
H -4.90 1.10 2.52
H -5.66 0.10 0.36
```

Properties
Total charge ... -1
HOMO-LUMO gap ... 0.2272 Eh
Energy above the lowest of the compared OMol25 structures with the same formula, charge and spin ... 1.0158 eV
Largest force on an atom ... 1.14 eV Å⁻¹
Calculated total energy ... -9218.900333 a.u.

Atomic partial charges in e from the natural (NBO) method, atoms 1 to 6: Pd 0.20; Se -0.12; Se -0.28; Te -0.06; Se -0.31; C -0.88

C9H10NP | wB97M-V/def2-TZVPD

Structure (XYZ):
```
21
C9H10NP, DFT wB97M-V/def2-TZVPD
P -2.83 -1.29 0.18
N -1.48 -0.31 -0.31
C -1.84 1.09 -0.27
C -0.96 2.05 0.04
C 0.50 1.93 0.26
C 0.87 0.48 0.13
C 2.24 0.14 -0.02
C 2.66 -1.15 -0.09
C 1.71 -2.13 0.04
C 0.37 -1.90 -0.05
C -0.12 -0.58 -0.08
H -3.67 -0.68 -0.75
H -3.23 -0.50 1.23
H -2.89 1.18 -0.51
H -1.36 3.02 0.20
H 0.89 2.31 1.22
H 0.80 2.53 -0.64
H 2.96 0.87 -0.07
H 3.69 -1.19 -0.28
H 2.00 -3.13 0.01
H -0.29 -2.74 -0.24
```

Properties
HOMO-LUMO gap ... 0.3145 Eh
Energy above the lowest of the compared OMol25 structures with the same formula, charge and spin ... 0.0000 eV
Largest force on an atom ... 3.68 eV Å⁻¹
Calculated total energy ... -744.993188 a.u.
Structure (SMILES) ... PN1C=CCc2ccccc21

Atomic partial charges in e from the natural (NBO) method, atoms 1 to 6: P 0.56; N -0.70; C -0.02; C -0.23; C -0.46; C -0.05

C9H10NiO6 | wB97M-V/def2-TZVPD

Structure (XYZ):
```
26
C9H10NiO6, DFT wB97M-V/def2-TZVPD
O -2.62 -0.16 -2.23
C -1.97 0.69 -1.80
Ni -0.84 1.87 -1.11
O -1.44 4.39 -2.48
C -1.20 3.41 -1.94
C 0.56 2.50 -0.21
O 1.47 2.82 0.43
C 0.63 1.29 -1.97
O 1.62 0.93 -2.44
C -1.87 1.93 0.37
O -2.55 1.94 1.29
C 0.99 -2.89 -0.49
C -0.17 -1.92 -0.50
O -0.16 -0.88 0.49
C 0.88 -0.82 1.47
C 0.40 -0.06 2.69
H 1.93 -2.36 -0.69
H 0.83 -3.64 -1.27
H 1.06 -3.42 0.46
H -0.23 -1.43 -1.48
H -1.11 -2.46 -0.36
H 1.21 -1.84 1.76
H 1.73 -0.28 1.02
H -0.54 -0.47 3.05
H 1.14 -0.12 3.49
H 0.25 0.99 2.44
```

Properties
Total charge ... +2
HOMO-LUMO gap (spin up / spin down) ... 0.3052 / 0.2260 Eh
Multiplicity ... 3
<S²> ... 2.019
Largest force on an atom ... 8.55 eV Å⁻¹
Calculated total energy ... -2307.879188 a.u.

Atomic partial charges in e from the natural (NBO) method, atoms 1 to 6: O -0.35; C 0.49; Ni 0.35; O -0.31; C 0.46; C 0.46

C9H10O3S | wB97M-V/def2-TZVPD

Structure (XYZ):
```
23
C9H10O3S, DFT wB97M-V/def2-TZVPD
O -0.97 -2.33 0.00
S -0.87 -1.13 0.76
O -1.02 -1.22 2.19
C 0.88 -0.51 0.47
C 1.74 -0.06 1.48
C 2.87 0.52 1.16
C 3.23 0.58 -0.18
C 2.44 0.14 -1.21
C 1.24 -0.45 -0.84
C -2.34 0.16 0.20
O -3.00 0.58 1.30
C -1.83 0.99 -0.89
C -2.79 -0.22 -1.21
H 1.44 0.04 2.53
H 3.68 0.66 1.78
H 4.06 1.28 -0.26
H 2.70 0.27 -2.20
H 0.62 -0.89 -1.54
H -2.83 -0.10 2.00
H -0.82 0.65 -1.16
H -2.17 2.00 -1.24
H -3.78 0.04 -1.38
H -2.49 -1.03 -1.76
```

Properties
HOMO-LUMO gap ... 0.3746 Eh
Energy above the lowest of the compared OMol25 structures with the same formula, charge and spin ... 2.5850 eV
Largest force on an atom ... 4.41 eV Å⁻¹
Calculated total energy ... -972.726979 a.u.
Structure (SMILES) ... O=S(=O)(c1ccccc1)C1(O)CC1

Atomic partial charges in e from the natural (NBO) method, atoms 1 to 6: O -0.93; S 2.03; O -0.97; C -0.27; C -0.18; C -0.22

Which value of largest force on an atom does entry 5 give?
5.25 eV Å⁻¹

Which value of calculated total energy does entry 7 give?
-9218.900333 a.u.